A.
ORCA calculation (ωB97M-V/def2-TZVPD) on a molecular structure, C8H18LiN2O7.

```
! RIJCOSX wB97M-V def2-TZVPD def2/J DEFGRID3
* xyz -1 1
Li 10.42 11.81 -5.53
C 11.60 14.09 -2.30
C 10.86 13.37 -3.43
O 9.63 13.39 -3.42
O 11.61 12.72 -4.24
H 12.63 14.37 -2.51
H 11.52 13.36 -1.47
H 11.05 14.97 -1.95
N 7.71 12.21 -6.96
O 8.98 12.05 -6.90
O 7.10 12.82 -6.06
O 7.09 11.66 -7.89
C 12.95 11.69 -7.17
O 11.64 11.22 -6.94
C 11.38 9.93 -7.45
C 10.28 9.21 -6.67
N 10.12 9.67 -5.29
C 11.18 9.12 -4.44
C 11.05 9.69 -3.05
O 12.00 9.05 -2.22
C 12.00 9.58 -0.92
H 13.02 12.65 -6.66
H 13.14 11.83 -8.23
H 13.68 11.03 -6.68
H 12.31 9.35 -7.57
H 11.00 10.08 -8.47
H 10.44 8.12 -6.73
H 9.33 9.41 -7.17
H 9.22 9.35 -4.94
H 12.17 9.37 -4.82
H 11.08 8.02 -4.39
H 10.04 9.47 -2.66
H 11.17 10.78 -3.04
H 12.19 10.66 -0.95
H 12.81 9.08 -0.40
H 11.06 9.35 -0.41
*
```

gap between HOMO and LUMO: 7.824 eV
LUMO: 2.76 eV

=====

B.
ORCA calculation (ωB97M-V/def2-TZVPD) on a molecular structure, C8H18LiN2O7.

```
! RIJCOSX wB97M-V def2-TZVPD def2/J DEFGRID3
* xyz -1 1
Li 0.68 1.14 -0.47
C 1.56 -1.64 -3.44
C 2.20 -0.46 -2.71
O 1.41 0.35 -2.12
O 3.44 -0.39 -2.75
H 1.59 -1.47 -4.52
H 0.51 -1.76 -3.14
H 2.08 -2.57 -3.19
N -0.84 3.50 0.31
O -0.95 4.72 0.40
O -1.48 2.75 1.11
O -0.16 2.99 -0.63
C -4.34 -2.01 -0.33
O -3.13 -2.10 0.33
C -2.29 -0.96 0.10
C -1.07 -1.10 0.98
N -0.34 0.16 1.02
C 0.65 0.14 2.10
C 1.49 1.40 2.09
O 2.15 1.53 0.83
C 3.28 0.70 0.67
H -5.03 -1.30 0.13
H -4.83 -2.99 -0.31
H -4.21 -1.77 -1.40
H -2.83 -0.02 0.29
H -2.03 -0.97 -0.97
H -0.39 -1.84 0.53
H -1.36 -1.46 1.97
H -0.94 0.98 1.15
H 1.24 -0.77 2.04
H 0.11 0.03 3.06
H 2.24 1.38 2.89
H 0.84 2.27 2.20
H 3.61 0.83 -0.37
H 3.06 -0.36 0.80
H 4.08 1.03 1.33
*
```

gap between HOMO and LUMO: 8.140 eV
LUMO: 2.85 eV

=====

Stability check: which of them is least stable? A.

=====

A.
ORCA calculation (ωB97M-V/def2-TZVPD) on 3 unconnected molecules or ions with the total composition C2H12N2O2.

```
! RIJCOSX wB97M-V def2-TZVPD def2/J DEFGRID3
* xyz 0 1
N 2.52 -1.07 1.65
C 1.42 -0.29 2.32
C 1.46 1.14 1.88
N 1.04 1.53 0.54
H 3.43 -0.69 2.06
H 2.61 -0.88 0.65
H 1.60 -0.37 3.40
H 0.47 -0.75 2.09
H 0.67 1.78 2.47
H 2.43 1.56 2.15
H 0.11 1.92 0.48
H 0.81 0.64 0.10
O 1.62 -1.13 -5.81
H 0.78 -1.53 -5.52
H 1.74 -1.62 -6.64
O -7.06 0.02 0.44
H -6.49 0.70 0.04
H -6.78 0.04 1.37
*
```

SMILES string: NCCN.O.O
gap between HOMO and LUMO: 10.276 eV
LUMO: 0.84 eV

=====

B.
ORCA calculation (ωB97M-V/def2-TZVPD) on 3 unconnected molecules or ions with the total composition C2H12N2O2.

```
! RIJCOSX wB97M-V def2-TZVPD def2/J DEFGRID3
* xyz 0 1
C -0.65 1.24 -1.53
N -1.09 0.22 -0.63
C -0.05 -0.84 -0.56
N 1.02 -0.58 0.41
H 0.07 1.88 -1.16
H -1.36 1.98 -2.00
H -0.12 0.77 -2.38
H -1.91 -0.25 -1.26
H -0.46 -1.82 -0.39
H 0.51 -0.93 -1.60
H 0.57 -0.55 1.40
H 1.39 0.36 0.17
O 2.86 -2.92 -0.06
H 2.15 -2.37 -0.47
H 3.45 -3.06 -0.79
O -2.32 2.83 2.27
H -1.73 2.37 1.72
H -2.21 2.50 3.13
*
```

SMILES string: CNCN.O.O
gap between HOMO and LUMO: 10.636 eV
LUMO: 0.70 eV

=====

Stability check: which of them is least stable? B.

=====

A.
ORCA calculation (ωB97M-V/def2-TZVPD) on 3 unconnected molecules or ions with the total composition C2H12N2O2.

```
! RIJCOSX wB97M-V def2-TZVPD def2/J DEFGRID3
* xyz 0 1
N 1.18 0.89 -2.95
C 0.30 0.56 -1.76
C -0.82 -0.45 -2.20
N -1.86 -0.61 -1.15
H 1.80 0.23 -2.69
H 1.61 1.80 -2.76
H -0.29 1.48 -1.60
H 0.75 0.10 -0.88
H -1.16 -0.11 -3.19
H -0.41 -1.46 -2.22
H -1.87 0.26 -0.59
H -2.79 -0.35 -1.58
O 1.33 0.30 5.61
H 0.84 -0.24 6.17
H 0.96 1.23 5.72
O 0.47 -1.30 1.91
H 0.37 -0.86 2.70
H -0.41 -1.47 1.47
*
```

SMILES string: NCCN.O.O
gap between HOMO and LUMO: 10.356 eV
LUMO: 0.72 eV

=====

B.
ORCA calculation (ωB97M-V/def2-TZVPD) on 3 unconnected molecules or ions with the total composition C2H12N2O2.

```
! RIJCOSX wB97M-V def2-TZVPD def2/J DEFGRID3
* xyz 0 1
N 0.66 1.82 -1.02
C 0.02 1.33 0.18
C 0.84 0.29 0.93
N -0.02 -0.38 1.93
H 1.64 1.94 -0.88
H 0.44 1.25 -1.82
H -0.14 2.18 0.87
H -0.94 0.88 0.00
H 1.73 0.75 1.38
H 1.16 -0.45 0.21
H -0.55 0.32 2.45
H 0.53 -0.87 2.63
O -0.53 -0.60 -2.44
H -0.93 -1.09 -3.16
H -0.66 -1.15 -1.64
O -0.86 -2.33 -0.08
H -0.57 -1.68 0.59
H -1.81 -2.22 -0.12
*
```

SMILES string: NCCN.O.O
gap between HOMO and LUMO: 9.754 eV
LUMO: 0.84 eV

=====

Stability check: which of them is least stable? A.

=====

A.
ORCA calculation (ωB97M-V/def2-TZVPD) on 2 unconnected molecules or ions with the total composition CH3O3PS.

```
! RIJCOSX wB97M-V def2-TZVPD def2/J DEFGRID3
* xyz 0 1
O 1.65 1.85 1.56
S 1.93 1.04 2.68
P 0.93 -0.92 2.60
O 0.40 0.40 3.43
H 1.70 -1.70 3.62
C -0.55 1.10 -0.19
O 0.21 0.19 -0.48
H -1.19 1.06 0.74
H -0.26 2.21 -0.51
*
```

SMILES string: O=S1#[PH]O1.C=O
gap between HOMO and LUMO: 9.300 eV
LUMO: -0.34 eV

=====

B.
ORCA calculation (ωB97M-V/def2-TZVPD) on 2 unconnected molecules or ions with the total composition CH3O3PS.

```
! RIJCOSX wB97M-V def2-TZVPD def2/J DEFGRID3
* xyz 0 1
C 1.11 -0.47 0.98
O -1.28 0.80 -0.18
O -2.02 2.43 -1.86
O -0.18 -1.60 -1.08
P -0.43 -1.34 0.35
S -1.43 1.15 -1.59
H 0.83 0.37 1.60
H 1.66 -1.19 1.61
H 1.75 -0.15 0.17
*
```

gap between HOMO and LUMO: 7.264 eV
LUMO: -1.75 eV

=====

Stability check: which of them is least stable? A.